Record 1
ORCA calculation (ωB97M-V/def2-TZVPD) on a cluster of 2 separate species, C20H35BClN3O5 in total at a distorted geometry.

Lowest unoccupied orbital energy: -0.0415 hartree
HOMO-LUMO gap: 4.10 eV

Atoms and positions in Å:
C (-7.548, -2.259, 1.575)
C (-7.020, -1.196, 0.449)
O (-5.976, -1.878, -0.298)
C (-4.667, -1.474, 0.168)
C (-3.715, -2.767, 0.159)
O (-2.433, -2.552, 0.810)
C (-1.522, -1.834, -0.094)
C (-0.521, -1.010, 0.844)
C (-1.484, 0.116, 1.505)
C (-1.043, 0.770, 2.911)
B (-1.834, 0.199, 4.208)
O (-2.980, -0.674, 4.203)
O (-1.320, 0.580, 5.527)
N (-1.679, 1.049, 0.311)
C (-0.367, 0.927, -0.396)
N (-0.220, 1.804, -1.389)
Cl (-1.488, 2.916, -1.806)
C (1.067, 1.850, -2.166)
C (2.264, 2.643, -1.389)
N (0.503, -0.080, 0.187)
C (1.211, -1.048, -0.711)
C (2.775, -0.632, -0.746)
C (3.602, -0.502, -2.037)
C (5.132, -0.132, -1.964)
C (5.826, 0.078, -0.593)
C (7.388, 0.408, -0.395)
C (4.988, -0.026, 0.744)
C (3.479, -0.387, 0.617)
H (-7.638, -1.776, 2.603)
H (-8.531, -2.673, 1.167)
H (-6.796, -3.134, 1.582)
H (-6.693, -0.198, 0.911)
H (-7.849, -0.938, -0.310)
H (-4.252, -0.735, -0.618)
H (-4.670, -0.915, 1.165)
H (-3.558, -3.229, -0.883)
H (-4.254, -3.576, 0.783)
H (-1.010, -2.673, -0.710)
H (-2.113, -1.212, -0.846)
H (0.085, -1.586, 1.622)
H (-2.572, -0.179, 1.717)
H (-1.128, 1.915, 2.941)
H (0.073, 0.501, 3.063)
H (-3.786, -0.232, 3.864)
H (-1.938, 1.298, 5.821)
H (-1.600, 1.960, 0.822)
H (1.411, 0.838, -2.581)
H (0.854, 2.501, -3.098)
H (2.728, 2.018, -0.556)
H (3.006, 2.930, -2.216)
H (1.747, 3.557, -0.909)
H (0.768, -1.020, -1.762)
H (1.213, -2.138, -0.325)
H (3.120, -0.683, -3.055)
H (5.770, -0.043, -2.920)
H (7.822, -0.505, 0.173)
H (7.968, 0.461, -1.379)
H (7.562, 1.305, 0.290)
H (5.518, 0.135, 1.755)
H (2.906, -0.474, 1.612)
C (4.658, 2.697, -3.997)
O (3.698, 1.785, -4.161)
H (5.334, 2.569, -3.121)
H (5.397, 2.807, -4.818)
H (4.337, 3.753, -3.861)



Record 2
ORCA calculation (ωB97M-V/def2-TZVPD) on a structure of composition C7H26HfO8 at a distorted geometry.

Energy relative to the best compared isomer or geometry (same formula, charge and spin): 43.7 kJ/mol
Lowest unoccupied orbital energy: 0.0062 hartree
HOMO-LUMO gap: 8.21 eV

Atoms and positions in Å:
Hf (-20.340, -26.778, 20.721)
C (-21.400, -30.012, 21.774)
O (-21.184, -28.676, 21.577)
H (-21.716, -30.270, 22.794)
H (-22.181, -30.420, 21.106)
H (-20.561, -30.688, 21.525)
C (-20.191, -23.014, 18.625)
C (-20.419, -23.297, 20.109)
O (-20.610, -24.602, 20.491)
H (-19.886, -21.972, 18.495)
H (-21.075, -23.190, 18.015)
H (-19.324, -23.598, 18.313)
H (-21.183, -22.641, 20.556)
H (-19.515, -22.897, 20.609)
C (-22.691, -25.942, 17.245)
C (-21.530, -26.933, 17.314)
O (-21.013, -26.987, 18.582)
H (-22.437, -24.897, 17.410)
H (-23.525, -26.234, 17.892)
H (-23.171, -26.014, 16.257)
H (-20.791, -26.550, 16.586)
H (-21.833, -27.898, 16.884)
C (-17.655, -27.640, 24.167)
C (-17.397, -27.467, 22.673)
O (-18.493, -26.991, 21.978)
H (-17.696, -26.675, 24.674)
H (-16.931, -28.319, 24.620)
H (-18.629, -28.116, 24.320)
H (-17.126, -28.452, 22.258)
H (-16.541, -26.798, 22.512)
O (-22.676, -26.527, 20.799)
H (-23.334, -27.151, 21.124)
H (-23.137, -25.700, 20.623)
O (-18.965, -28.519, 19.690)
H (-18.557, -29.301, 20.072)
H (-18.597, -28.424, 18.807)
O (-18.376, -25.914, 19.333)
H (-18.250, -25.477, 18.486)
H (-17.495, -26.086, 19.684)
O (-20.971, -26.217, 22.981)
H (-20.398, -25.984, 23.717)
H (-21.854, -26.321, 23.346)



Record 3
ORCA calculation (ωB97M-V/def2-TZVPD) on a cluster of 2 separate species, C10H16 in total at a distorted geometry.

⟨S²⟩: 0.760
Energy relative to the best compared isomer or geometry (same formula, charge and spin): 38.0 kJ/mol
Lowest unoccupied orbital energy (spin up / spin down): 0.1304 / 0.1287 hartree
HOMO-LUMO gap (spin up / spin down): 2.61 / 6.80 eV
2S+1: 2
Net charge: -1

Atoms and positions in Å:
C (-2.101, 0.739, 0.903)
C (-0.106, 2.043, 0.137)
C (-1.322, 1.351, -0.227)
C (0.611, 2.665, -0.912)
C (0.235, 2.577, -2.231)
C (-1.695, 1.262, -1.548)
C (-0.914, 1.777, -2.583)
H (0.247, 2.098, 1.161)
H (1.466, 3.272, -0.614)
H (-3.162, 0.585, 0.666)
H (-2.154, 1.430, 1.753)
H (0.931, 2.973, -2.963)
H (-2.582, 0.669, -1.769)
H (-1.092, 1.572, -3.634)
H (-1.700, -0.243, 1.177)
C (0.824, -1.817, 1.089)
C (0.395, -3.280, 1.096)
C (2.303, -1.561, 0.727)
H (0.702, -1.388, 2.075)
H (0.298, -1.195, 0.372)
H (-0.056, -3.532, 0.140)
H (1.223, -3.971, 1.264)
H (2.486, -1.875, -0.299)
H (-0.356, -3.474, 1.837)
H (3.004, -2.140, 1.345)
H (2.514, -0.538, 1.038)



Record 4
ORCA calculation (ωB97M-V/def2-TZVPD) on a cluster of 4 separate species, C24H59N3O16P3 in total at a distorted geometry.

Energy relative to the best compared isomer or geometry (same formula, charge and spin): 839.9 kJ/mol
Lowest unoccupied orbital energy: -0.1562 hartree
HOMO-LUMO gap: 7.20 eV
Net charge: +1

Atoms and positions in Å:
C (4.334, -3.616, 0.717)
N (3.630, -2.674, -0.195)
C (3.525, -1.314, 0.362)
N (2.124, -0.997, 0.905)
C (1.149, -0.631, -0.187)
C (0.054, -1.777, -0.428)
O (-0.830, -1.707, 0.701)
C (-1.311, -2.982, 1.105)
O (-2.411, -3.019, 1.720)
C (2.151, -0.036, 2.054)
O (1.962, -0.802, 3.271)
N (3.170, -0.951, 3.950)
O (3.468, -2.096, 3.908)
H (4.255, -4.649, 0.254)
H (3.843, -3.675, 1.741)
H (5.441, -3.390, 0.792)
H (2.676, -3.015, -0.329)
H (3.709, -0.578, -0.485)
H (4.294, -1.077, 1.149)
H (1.789, -1.899, 1.295)
H (0.536, 0.291, 0.063)
H (1.657, -0.380, -1.167)
H (0.531, -2.782, -0.598)
H (-0.491, -1.450, -1.370)
H (-0.776, -3.964, 0.987)
H (1.295, 0.704, 2.042)
H (3.091, 0.589, 2.107)
O (5.936, 2.304, -4.907)
P (6.706, 1.602, -3.792)
O (6.639, 0.044, -4.379)
C (6.912, -0.241, -5.750)
C (8.354, -0.662, -5.951)
O (5.472, 1.524, -2.690)
C (4.386, 2.441, -2.759)
C (3.228, 1.836, -3.532)
O (7.690, 1.062, -2.516)
C (9.044, 0.703, -2.740)
C (9.851, 1.815, -3.377)
H (6.676, 0.603, -6.399)
H (6.255, -1.066, -6.037)
H (9.036, 0.161, -5.723)
H (8.529, -0.961, -6.988)
H (8.614, -1.501, -5.303)
H (4.701, 3.392, -3.192)
H (4.068, 2.652, -1.734)
H (3.541, 1.422, -4.491)
H (2.448, 2.580, -3.707)
H (2.790, 1.008, -2.963)
H (9.092, -0.216, -3.322)
H (9.473, 0.470, -1.762)
H (9.405, 2.147, -4.321)
H (10.871, 1.479, -3.575)
H (9.896, 2.684, -2.716)
O (-4.740, -1.157, -3.072)
P (-5.235, 0.281, -2.931)
O (-3.865, 1.070, -3.464)
C (-3.175, 0.640, -4.634)
C (-3.608, 1.428, -5.854)
O (-5.015, 0.434, -1.300)
C (-4.990, -0.719, -0.463)
C (-3.563, -1.176, -0.231)
O (-6.032, 1.778, -2.821)
C (-6.444, 2.474, -3.985)
C (-7.347, 1.648, -4.877)
H (-3.304, -0.429, -4.815)
H (-2.110, 0.814, -4.454)
H (-4.657, 1.234, -6.091)
H (-3.011, 1.150, -6.727)
H (-3.496, 2.501, -5.689)
H (-5.603, -1.520, -0.881)
H (-5.442, -0.443, 0.493)
H (-3.003, -1.270, -1.167)
H (-3.529, -2.129, 0.284)
H (-3.026, -0.446, 0.380)
H (-5.573, 2.845, -4.524)
H (-6.993, 3.356, -3.646)
H (-6.871, 0.706, -5.171)
H (-7.601, 2.205, -5.783)
H (-8.274, 1.395, -4.357)
O (-5.786, 0.679, 6.061)
P (-4.334, 0.710, 6.535)
O (-4.049, -0.932, 6.577)
C (-4.455, -1.778, 5.505)
C (-3.321, -2.018, 4.529)
O (-4.627, 0.973, 8.138)
C (-5.847, 1.576, 8.563)
C (-6.864, 0.515, 8.942)
O (-2.702, 0.983, 6.935)
C (-1.673, 0.768, 5.989)
C (-1.868, 1.559, 4.712)
H (-5.324, -1.382, 4.978)
H (-4.752, -2.731, 5.951)
H (-3.037, -1.089, 4.026)
H (-3.616, -2.735, 3.760)
H (-2.437, -2.405, 5.039)
H (-6.239, 2.248, 7.797)
H (-5.624, 2.192, 9.437)
H (-6.971, -0.248, 8.168)
H (-7.841, 0.964, 9.133)
H (-6.544, -0.004, 9.849)
H (-1.567, -0.300, 5.792)
H (-0.739, 1.086, 6.462)
H (-2.834, 1.341, 4.247)
H (-1.077, 1.325, 3.994)
H (-1.842, 2.632, 4.917)



| no. | E (eV) |
| --- | --- |
| 1 | -49202.828 |
| 2 | -25369.614 |
| 3 | -10627.917 |
| 4 | -90928.973 |